No. 1
Molecular formula: C23H27OPdSi
Method: DFT, ωB97M-V/def2-TZVPD

Results
net charge	+1
max |F|	0.21	eV Å⁻¹
relative energy (zero: lowest compared OMol25 entry of this formula, charge and spin)	0.00	kcal per mole
spin multiplicity	1
Kohn-Sham gap	0.268	Eh

```
53
C23H27OPdSi | the Open Molecules 2025 dataset | ωB97M-V/def2-TZVPD
Pd -1.02 -0.29 -0.28
C -1.22 2.92 1.44
C -0.71 2.15 0.26
C -1.48 1.98 -0.90
C -0.98 1.34 -2.05
C 0.32 0.82 -2.07
C 1.01 0.79 -0.86
C 0.51 1.46 0.29
H -0.83 3.94 1.42
H -0.92 2.45 2.38
H -2.31 2.98 1.41
H -2.49 2.38 -0.92
H -1.61 1.27 -2.93
H 0.72 0.35 -2.95
H 1.97 0.29 -0.79
H 1.09 1.44 1.20
C -3.33 -3.43 3.41
C -2.07 -3.49 2.53
C -0.87 -3.93 3.38
C -2.28 -4.47 1.38
Si -1.70 -1.77 1.90
O -0.39 -1.71 0.89
C -2.92 -1.12 0.57
C -2.81 -1.73 -0.71
C -3.67 -1.36 -1.77
C -4.62 -0.40 -1.55
C -4.73 0.24 -0.30
C -3.89 -0.10 0.72
C -1.50 -0.49 3.25
C -0.20 -0.05 3.53
C 0.03 0.90 4.52
C -1.03 1.43 5.23
C -2.33 1.01 4.97
C -2.55 0.05 3.99
H -3.57 -4.44 3.77
H -4.21 -3.08 2.85
H -3.20 -2.79 4.28
H -1.06 -4.93 3.78
H -0.70 -3.26 4.22
H 0.04 -3.98 2.78
H -2.44 -5.47 1.78
H -1.41 -4.51 0.71
H -3.16 -4.22 0.78
H -2.15 -2.59 -0.84
H -3.59 -1.85 -2.73
H -5.30 -0.12 -2.35
H -5.50 0.99 -0.15
H -3.97 0.40 1.68
H 0.64 -0.47 2.98
H 1.04 1.21 4.74
H -0.86 2.17 6.00
H -3.16 1.41 5.53
H -3.57 -0.30 3.82
```



No. 2
Molecular formula: C2H4FNOS
Method: DFT, ωB97M-V/def2-TZVPD

Results
max |F|	4.32	eV Å⁻¹
relative energy (zero: lowest compared OMol25 entry of this formula, charge and spin)	47.40	kcal per mole
spin multiplicity	1
Kohn-Sham gap	0.292	Eh

```
10
C2H4FNOS | the Open Molecules 2025 dataset | ωB97M-V/def2-TZVPD
C -0.22 -0.96 0.55
C 0.53 0.06 -1.48
N -0.10 0.17 -0.08
O -0.06 -2.10 0.36
F -0.49 1.58 2.96
S -1.22 0.13 2.73
H 0.30 -0.88 -1.81
H 0.04 0.82 -2.18
H 1.65 0.18 -1.38
H -0.43 1.00 0.32
```



No. 3
Molecular formula: C50H52BrCl2N6NaO
Method: DFT, ωB97M-V/def2-TZVPD

Results
net charge	-2
max |F|	4.39	eV Å⁻¹
spin multiplicity	1
Kohn-Sham gap (spin up / spin down)	0.181 / 0.181	Eh

```
113
C50H52BrCl2N6NaO | the Open Molecules 2025 dataset | ωB97M-V/def2-TZVPD
Na -0.23 0.08 0.05
C -3.21 0.75 6.26
C -1.85 0.85 5.58
C -1.59 0.07 4.34
C -0.94 -1.07 4.28
C -0.70 -1.95 5.42
C 0.78 -1.81 5.84
C -0.67 -1.40 2.95
N -1.15 -0.31 2.12
C -1.66 0.57 2.97
C -2.30 1.70 2.39
C -2.56 1.88 1.07
C -3.40 3.04 0.53
C -4.20 3.91 1.51
C -5.57 3.31 1.97
C -3.37 3.05 -0.80
C -2.62 1.75 -1.13
C -2.27 1.41 -2.39
C -1.46 0.32 -2.84
N -0.80 -0.58 -2.12
C -0.24 -1.52 -2.91
C 0.34 -2.64 -2.35
C 0.46 -3.03 -1.01
N 0.10 -2.24 0.02
C 0.37 -2.85 1.19
C -0.03 -2.48 2.47
C 1.10 -4.06 0.92
C 1.14 -4.24 -0.43
C 1.69 -5.42 -1.12
C 0.54 -6.20 -1.78
C 2.01 -4.81 1.92
C 3.43 -4.47 1.82
C -0.54 -1.18 -4.33
C -1.36 -0.09 -4.32
C -1.86 0.67 -5.54
C -0.88 1.72 -6.10
C -0.21 -2.14 -5.50
C -1.03 -3.39 -5.53
N -2.18 1.15 -0.02
C -3.99 3.96 -1.82
C -2.95 4.85 -2.54
H -3.34 1.69 6.87
H -3.40 -0.16 6.85
H -4.04 0.90 5.54
H -1.07 0.63 6.30
H -1.67 1.91 5.29
H -0.99 -2.99 5.14
H -1.22 -1.75 6.33
H 1.46 -1.91 5.01
H 1.02 -2.62 6.51
H 0.96 -0.82 6.26
H -2.66 2.39 3.21
H -4.50 4.81 0.92
H -3.61 4.14 2.42
H -6.15 3.17 1.09
H -6.16 3.94 2.67
H -5.28 2.41 2.41
H -2.61 1.97 -3.27
H 0.72 -3.39 -3.00
H 0.18 -3.16 3.28
H 2.16 -6.16 -0.47
H 2.35 -5.21 -1.94
H -0.17 -6.65 -1.07
H 1.06 -7.03 -2.30
H -0.06 -5.64 -2.53
H 1.97 -5.92 1.76
H 1.69 -4.61 2.97
H 3.80 -4.64 0.81
H 4.05 -5.04 2.42
H 3.73 -3.39 2.06
H -2.78 1.20 -5.42
H -2.04 -0.07 -6.35
H -0.90 2.60 -5.44
H -1.11 2.06 -7.13
H 0.14 1.47 -6.28
H 0.88 -2.42 -5.32
H -0.36 -1.71 -6.46
H -0.99 -3.87 -4.60
H -0.74 -4.11 -6.29
H -2.07 -3.05 -5.67
H -4.89 4.55 -1.36
H -4.44 3.26 -2.55
H -2.40 5.57 -1.92
H -3.31 5.29 -3.48
H -2.13 4.23 -2.79
Cl 0.92 5.17 -1.62
C 2.16 3.94 -1.66
C 3.38 4.19 -2.28
C 4.35 3.23 -2.27
Cl 5.98 3.40 -3.06
C 4.13 1.98 -1.69
C 5.00 0.88 -1.72
C 4.69 -0.35 -1.25
C 3.39 -0.53 -0.69
N 2.51 0.44 -0.71
C 2.82 1.70 -1.13
C 1.78 2.76 -0.97
O 0.75 2.52 -0.36
H 3.59 5.07 -2.87
H 6.06 1.03 -2.02
H 5.42 -1.19 -1.28
H 3.01 -1.55 -0.33
Br 2.35 4.55 2.06
C 2.73 2.76 2.13
C 4.01 2.36 1.80
C 4.29 0.96 1.94
N 3.44 0.04 2.39
C 2.17 0.46 2.64
C 1.76 1.79 2.52
H 4.77 3.00 1.47
H 5.25 0.60 1.67
H 1.42 -0.24 3.05
H 0.67 2.00 2.74
```



No. 4
Molecular formula: C7H6N2O3S
Method: DFT, ωB97M-V/def2-TZVPD

Results
max |F|	5.05	eV Å⁻¹
relative energy (zero: lowest compared OMol25 entry of this formula, charge and spin)	125.67	kcal per mole
spin multiplicity	1
Kohn-Sham gap (spin up / spin down)	0.288 / 0.288	Eh

```
19
C7H6N2O3S | the Open Molecules 2025 dataset | ωB97M-V/def2-TZVPD
C 0.05 0.09 2.53
C -1.13 0.79 2.15
C 0.85 -0.49 1.61
C -1.59 0.87 0.85
C 0.38 -0.52 0.26
C -0.84 0.10 -0.09
C 1.12 0.41 -2.20
N 0.03 0.87 -2.43
N 0.97 -1.14 -0.75
O -2.40 1.08 -1.91
O -1.43 -1.08 -2.53
O 2.31 -1.45 -0.63
S -1.37 0.11 -1.76
H 0.38 0.09 3.48
H -1.53 1.16 3.02
H 1.73 -0.96 1.80
H -2.41 1.31 0.37
H 2.20 0.52 -2.35
H 2.68 -1.78 -1.41
```



No. 5
Molecular formula: C2H5O2P
Method: DFT, ωB97M-V/def2-TZVPD

Results
max |F|	5.22	eV Å⁻¹
relative energy (zero: lowest compared OMol25 entry of this formula, charge and spin)	38.12	kcal per mole
spin multiplicity	1
Kohn-Sham gap	0.337	Eh

```
10
C2H5O2P | the Open Molecules 2025 dataset | ωB97M-V/def2-TZVPD
C 0.46 0.89 0.32
C -0.15 -0.52 0.22
O -3.02 -0.15 0.49
O -0.52 1.82 -0.04
P -1.84 0.00 -0.32
H 0.82 1.10 1.33
H 1.32 0.97 -0.36
H 0.35 -1.16 -0.51
H -0.20 -1.04 1.18
H -2.04 0.00 -1.71
```



No. 6
Molecular formula: C8H9BrN2
Method: DFT, ωB97M-V/def2-TZVPD

Results
max |F|	3.71	eV Å⁻¹
relative energy (zero: lowest compared OMol25 entry of this formula, charge and spin)	129.17	kcal per mole
spin multiplicity	1
Kohn-Sham gap (spin up / spin down)	0.201 / 0.201	Eh

```
20
C8H9BrN2 | the Open Molecules 2025 dataset | ωB97M-V/def2-TZVPD
C -0.76 0.72 0.40
C 0.57 -2.49 -0.07
C 0.80 -0.62 -1.04
C -0.13 -0.42 0.04
C 1.03 1.49 -2.15
C -0.67 1.99 -0.37
C 0.73 2.30 -0.93
C -0.98 -2.05 1.82
N 1.16 -1.89 -1.10
N -0.19 -1.68 0.67
Br 2.81 1.61 -2.71
H -1.42 0.72 1.26
H 0.71 -3.53 0.17
H -1.35 1.92 -1.23
H -1.01 2.81 0.26
H 1.49 2.19 -0.14
H 0.74 3.35 -1.24
H -1.19 -1.16 2.41
H -1.92 -2.51 1.51
H -0.42 -2.76 2.43
```



No. 7
Molecular formula: C3H5Cl
Method: DFT, ωB97M-V/def2-TZVPD

Results
max |F|	2.00	eV Å⁻¹
relative energy (zero: lowest compared OMol25 entry of this formula, charge and spin)	126.04	kcal per mole
spin multiplicity	1
Kohn-Sham gap (spin up / spin down)	0.332 / 0.316	Eh

```
9
C3H5Cl | the Open Molecules 2025 dataset | ωB97M-V/def2-TZVPD
C 0.37 0.24 -0.66
C 0.42 1.23 -1.52
C -0.49 -0.56 0.23
Cl 1.88 2.17 -1.70
H 3.13 0.25 -0.54
H -0.07 1.36 -2.45
H -0.83 0.23 0.88
H -1.36 -1.13 -0.14
H 0.21 -1.15 0.86
```



No. 8
Molecular formula: C29H62MgN5O13
Method: DFT, ωB97M-V/def2-TZVPD

Results
net charge	+1
max |F|	4.19	eV Å⁻¹
relative energy (zero: lowest compared OMol25 entry of this formula, charge and spin)	261.52	kcal per mole
spin multiplicity	1
Kohn-Sham gap	0.095	Eh

```
110
C29H62MgN5O13 | the Open Molecules 2025 dataset | ωB97M-V/def2-TZVPD
Mg 1.66 1.09 -3.77
C -0.70 0.31 1.24
C -0.30 0.65 -0.22
O -0.26 -0.27 -1.07
O 0.07 1.72 -0.68
H 0.24 0.15 1.76
H -1.30 -0.59 1.38
H -1.34 1.11 1.62
C -6.95 -6.34 0.77
O -7.75 -7.26 0.73
N -7.32 -5.11 0.39
C -6.39 -3.94 0.45
C -8.57 -4.74 -0.31
H -5.92 -6.50 1.11
H -5.66 -4.20 1.22
H -6.95 -3.04 0.68
H -5.98 -3.79 -0.55
H -8.33 -4.28 -1.27
H -9.22 -5.59 -0.56
H -9.14 -3.99 0.23
C -2.58 2.61 -7.39
O -1.55 2.18 -6.82
N -2.69 2.89 -8.73
C -1.57 2.79 -9.65
C -3.88 3.42 -9.29
H -3.58 2.78 -6.95
H -0.90 1.99 -9.36
H -1.14 3.79 -9.62
H -1.87 2.61 -10.68
H -4.14 3.12 -10.31
H -4.72 3.14 -8.65
H -3.82 4.50 -9.33
C 3.71 -1.93 -7.57
O 3.32 -1.48 -6.50
N 5.02 -2.13 -7.81
C 5.58 -2.56 -9.11
C 6.10 -1.98 -6.87
H 3.12 -2.12 -8.47
H 6.43 -1.91 -9.31
H 4.92 -2.64 -9.97
H 5.86 -3.59 -8.88
H 6.78 -2.83 -6.78
H 6.51 -0.98 -7.05
H 5.69 -1.80 -5.87
C 5.56 -0.06 -0.48
O 4.67 0.12 -1.31
N 5.67 -1.16 0.34
C 4.61 -2.22 0.26
C 6.51 -1.09 1.58
H 6.36 0.64 -0.19
H 5.03 -3.22 0.16
H 3.97 -2.08 -0.61
H 3.95 -2.16 1.13
H 7.06 -2.01 1.79
H 7.29 -0.33 1.54
H 5.89 -0.96 2.47
C -0.76 -6.52 -1.44
O -1.03 -6.84 -0.26
N -1.02 -7.30 -2.51
C -0.51 -6.91 -3.88
C -1.49 -8.71 -2.40
H -0.26 -5.57 -1.68
H -0.20 -5.86 -3.91
H -1.25 -7.08 -4.66
H 0.37 -7.48 -4.18
H -1.83 -8.93 -1.39
H -2.31 -8.83 -3.12
H -0.68 -9.39 -2.66
O -0.68 -0.49 8.10
C 0.22 -1.23 7.66
O 1.60 -0.97 7.82
C 2.10 0.24 8.45
C 3.61 0.31 8.15
C -0.05 -2.59 6.95
H 1.80 0.29 9.49
H 1.72 1.10 7.90
H 3.79 0.09 7.09
H 4.23 -0.31 8.80
H 3.86 1.33 8.43
H 0.75 -3.29 7.16
H -0.18 -2.42 5.89
H -0.99 -2.96 7.38
O 5.60 4.81 2.65
C 5.87 5.30 3.74
O 5.09 6.14 4.45
C 3.78 6.51 4.16
C 2.74 5.46 4.57
C 7.20 5.09 4.40
H 3.67 6.78 3.11
H 3.56 7.42 4.72
H 2.83 5.40 5.65
H 3.01 4.54 4.05
H 1.71 5.66 4.26
H 7.96 5.75 3.99
H 7.65 4.14 4.11
H 7.03 5.15 5.48
O -7.27 4.32 4.46
C -6.17 4.89 4.65
O -5.81 6.21 4.45
C -6.59 7.16 3.67
C -6.70 6.88 2.19
C -5.01 4.16 5.28
H -6.02 8.08 3.78
H -7.55 7.24 4.18
H -5.73 6.76 1.72
H -7.23 7.72 1.74
H -7.24 5.94 2.09
H -4.87 4.68 6.23
H -4.13 4.28 4.65
H -5.24 3.11 5.46
```



No. 9
Molecular formula: C2H3FS2
Method: DFT, ωB97M-V/def2-TZVPD

Results
max |F|	3.98	eV Å⁻¹
relative energy (zero: lowest compared OMol25 entry of this formula, charge and spin)	39.06	kcal per mole
SMILES	FC=S.C=S
spin multiplicity	1
Kohn-Sham gap	0.298	Eh

```
8
C2H3FS2 | the Open Molecules 2025 dataset | ωB97M-V/def2-TZVPD
F 2.82 0.44 -0.33
C 2.37 -0.59 0.44
S 0.88 -0.65 0.93
H 3.18 -1.31 0.33
C -2.37 0.67 -0.27
S -1.60 -0.38 -1.17
H -3.45 0.45 -0.15
H -1.83 1.37 0.21
```



No. 10
Molecular formula: C32H18Cl2N6OOsSe
Method: DFT, ωB97M-V/def2-TZVPD

Results
net charge	+2
max |F|	1.65	eV Å⁻¹
relative energy (zero: lowest compared OMol25 entry of this formula, charge and spin)	13.10	kcal per mole
spin multiplicity	1
Kohn-Sham gap (spin up / spin down)	0.210 / 0.209	Eh

```
61
C32H18Cl2N6OOsSe | the Open Molecules 2025 dataset | ωB97M-V/def2-TZVPD
Os -0.40 -0.16 0.40
C 3.67 -1.11 1.60
C 4.45 -0.26 0.82
C 3.81 0.69 0.06
C 2.42 0.76 0.05
N 1.67 -0.12 0.76
C 2.30 -1.02 1.54
C 1.64 1.76 -0.63
C 2.21 2.84 -1.30
C 1.40 3.81 -1.85
C 0.03 3.70 -1.71
C -0.53 2.61 -1.06
C 0.25 1.60 -0.49
H 4.12 -1.84 2.26
H 5.53 -0.33 0.84
H 4.38 1.38 -0.54
H 1.68 -1.62 2.18
H 3.28 2.93 -1.38
H 1.84 4.66 -2.36
H -0.62 4.46 -2.12
H -1.61 2.59 -1.00
Cl 0.72 -1.49 5.01
C -0.22 -0.13 4.53
C -0.63 0.81 5.49
C -1.42 1.87 5.14
Cl -1.91 3.01 6.33
C -1.84 2.05 3.78
C -2.73 3.04 3.33
C -3.13 3.02 2.02
C -2.59 2.09 1.14
N -1.70 1.16 1.50
C -1.38 1.13 2.84
C -0.58 0.04 3.21
O -0.25 -0.78 2.23
H -0.33 0.67 6.52
H -3.11 3.78 4.02
H -3.86 3.73 1.65
H -2.95 2.07 0.13
Se 0.27 -4.29 -5.96
N 0.73 -4.59 -4.27
C 0.22 -3.62 -3.56
C 0.36 -3.51 -2.11
C 0.95 -4.50 -1.32
C 0.96 -4.33 0.05
C 0.47 -3.16 0.60
N -0.05 -2.19 -0.15
C -0.15 -2.38 -1.49
C -0.94 -1.39 -2.21
N -1.50 -0.40 -1.46
C -2.38 0.40 -2.07
C -2.69 0.30 -3.42
C -2.06 -0.65 -4.19
C -1.18 -1.53 -3.57
C -0.54 -2.64 -4.28
N -0.64 -2.81 -5.57
H 1.35 -5.38 -1.79
H 1.35 -5.10 0.71
H 0.44 -3.00 1.67
H -2.88 1.13 -1.46
H -3.42 0.98 -3.84
H -2.26 -0.74 -5.25
```



No. 11
Molecular formula: C9H20F8N5NaO16S8
Method: DFT, ωB97M-V/def2-TZVPD

Results
net charge	-2
max |F|	11.60	eV Å⁻¹
relative energy (zero: lowest compared OMol25 entry of this formula, charge and spin)	121.26	kcal per mole
spin multiplicity	1
Kohn-Sham gap	0.260	Eh

```
67
C9H20F8N5NaO16S8 | the Open Molecules 2025 dataset | ωB97M-V/def2-TZVPD
Na -2.25 1.31 0.41
C 4.43 -3.08 2.27
C 4.04 -3.20 0.77
C 2.89 -2.09 0.63
N 1.99 -2.30 -0.60
C 0.81 -1.27 -0.49
C -0.35 -1.56 -1.47
C -0.85 -3.01 -1.39
C 0.26 -4.05 -1.45
C 1.53 -3.77 -0.57
C 2.80 -2.15 -1.92
H 4.62 -2.02 2.45
H 5.30 -3.57 2.71
H 3.59 -3.39 2.88
H 3.60 -4.20 0.74
H 4.85 -3.19 0.04
H 3.22 -1.05 0.65
H 2.20 -2.20 1.46
H 0.43 -1.58 0.48
H 1.11 -0.22 -0.49
H -1.24 -0.96 -1.27
H -0.11 -1.20 -2.47
H -1.31 -3.04 -0.40
H -1.57 -3.18 -2.19
H -0.05 -5.07 -1.19
H 0.51 -4.05 -2.51
H 1.19 -4.04 0.43
H 2.29 -4.45 -0.95
H 3.63 -2.85 -1.82
H 3.08 -1.11 -2.08
H 2.25 -2.45 -2.82
N -1.66 6.40 1.68
S -0.28 6.02 1.27
O 0.16 6.12 -0.13
O 0.32 4.94 2.06
F 0.43 7.34 1.93
S -2.29 5.10 0.73
O -2.05 3.75 1.26
O -2.49 5.37 -0.68
F -3.88 5.29 1.12
N -4.14 0.83 -0.67
S -4.77 -0.42 -1.29
O -5.79 -0.23 -2.37
O -4.83 -1.64 -0.49
F -3.53 -0.62 -2.24
S -5.59 1.49 -0.02
O -6.05 0.81 1.17
O -6.63 2.12 -0.85
F -5.14 2.85 0.67
N 0.99 1.44 -2.94
S -0.10 2.37 -2.33
O -0.52 3.57 -3.11
O -0.36 2.35 -0.86
F -1.29 1.49 -2.86
S 2.26 2.27 -2.10
O 2.92 1.61 -0.96
O 2.40 3.71 -2.19
F 3.31 2.05 -3.25
N -0.96 0.65 2.16
S 0.41 0.92 2.75
O 1.49 0.00 2.49
O 0.44 1.75 4.00
F 0.76 2.08 1.62
S -1.32 -0.49 3.40
O -1.53 0.15 4.69
O -0.71 -1.79 3.35
F -2.88 -0.67 3.10
```



No. 12
Molecular formula: C2H2F2O2P
Method: DFT, ωB97M-V/def2-TZVPD

Results
net charge	-1
max |F|	3.80	eV Å⁻¹
relative energy (zero: lowest compared OMol25 entry of this formula, charge and spin)	19.11	kcal per mole
spin multiplicity	1
Kohn-Sham gap	0.281	Eh

```
9
C2H2F2O2P | the Open Molecules 2025 dataset | ωB97M-V/def2-TZVPD
C 1.04 -1.14 0.02
C 0.27 0.74 0.03
O 0.19 -1.89 0.36
O 2.14 -1.04 -0.43
F 0.44 1.58 -1.08
F 0.95 1.43 1.03
P -1.60 0.61 0.35
H -1.54 -0.72 0.84
H -1.90 0.43 -1.13
```